A 8-piece molecular cluster, C42H105ClN7O18 overall. Source: the Open Molecules 2025 dataset; level of theory: the ωB97M-V functional and the def2-TZVPD basis.

- Charge: -1
- Electronic energy: -105049.32668 eV
- HOMO-LUMO gap: 8.257 eV
- Spin multiplicity: 1
- LUMO: 2.17 eV

```
173
Properties=species:S:1:pos:R:3:forces:R:3
H 5.556357 -1.528175 -0.253872 0.3469 -0.0473 -0.0378
O 0.075160 -0.967910 1.058762 0.3604 0.4078 0.2664
C 5.304428 -1.308294 0.792854 -0.3117 -0.4776 -0.4432
C 3.787433 -1.216513 0.787830 -0.9173 -0.0987 0.1878
O -2.762862 -4.973019 -0.707506 -0.0452 -0.4713 -0.1520
C -4.434481 -2.364322 5.452018 0.4937 0.1652 -0.6921
N -5.378351 0.442943 -2.463640 0.1867 -0.7755 0.4546
H -6.605172 -1.090884 -1.604215 -0.1405 -0.0004 -0.0698
H 9.419629 -3.859778 -8.451347 -0.1637 0.1888 0.0060
H -3.436437 -5.624644 -2.547453 0.3333 -0.1552 0.1648
C 3.373586 -0.732213 3.080424 0.0698 -0.6037 1.6151
H 5.351823 -1.626865 -3.132188 0.7980 0.4122 0.2655
H 3.580756 0.936403 -2.261652 0.2894 0.0958 -0.3594
H 4.437431 -0.580817 3.297193 0.1447 0.4039 -1.1607
H -4.735696 2.119149 -1.525718 0.1495 0.0246 0.2580
O 1.360612 -4.267455 -3.500012 0.0181 0.1403 -0.3484
H -0.287756 3.498089 -0.741126 -0.1678 -0.1662 -0.0985
C 2.736014 -3.962291 -3.545956 0.1206 -0.3713 0.3963
C 2.569912 0.569696 3.049445 -0.0131 -0.0735 0.4086
H -3.321180 4.137852 -0.178660 0.1028 -0.3721 0.0051
C -3.429833 -4.726207 -1.925333 -0.4212 0.3301 0.0367
H 6.494157 7.060627 -0.426053 0.3255 -0.2327 -0.0458
C -5.105170 -0.672008 1.198208 0.2947 -0.1336 -0.5608
H -2.634623 1.540923 4.078577 -0.0930 -0.0442 0.1728
H 5.535252 0.197999 -3.472134 0.1237 -0.1152 0.3491
H 2.128298 4.746671 0.818264 0.1116 0.0644 0.0057
C -6.836696 -3.632008 -4.488906 -0.3882 -1.0469 -0.9088
H 7.589476 -2.537464 0.657126 -0.0071 0.3236 -0.1225
C -6.255180 -1.058126 4.566713 -0.4853 0.7398 -0.5244
H 3.193122 -1.243714 4.039292 -0.7478 -0.0481 -0.2080
C 7.149004 -2.399278 1.649829 0.7978 -0.6371 0.6954
C 0.766848 3.211321 -0.817921 -0.4115 -0.0210 0.2288
O -1.715422 -0.655523 -0.382661 -0.0917 -0.2414 -0.6906
H -1.808649 -2.622103 2.420051 0.4471 -0.0630 0.6033
H 0.876807 2.399221 -1.532169 0.1262 0.3327 -0.3748
H 2.977519 -3.049716 -2.992928 -0.1588 0.1383 -0.1560
O 6.121103 5.459817 -1.722989 -0.3757 -0.1570 0.0365
H -3.492791 -2.704536 2.883480 -0.1299 0.1161 0.1187
H 4.752105 -0.225084 -5.725151 0.0566 -0.0502 -0.1244
H -0.969147 0.964929 4.306329 -0.1484 -0.1398 -0.1015
H 10.258549 -2.404839 -7.896196 0.0430 0.0553 0.1249
H -0.611116 3.410256 1.555968 -0.1694 0.3229 0.2819
H 7.510116 -3.241386 2.251660 -0.5413 -0.2626 -0.1476
H -1.439452 4.122536 7.561378 -0.0466 -0.0413 0.2385
H 2.093134 -1.476125 1.767181 -0.1847 -0.5349 -0.0173
H -6.837124 1.560543 -0.409666 -0.0151 -0.1301 -0.1821
C 3.288474 -0.115144 -2.356855 -0.3120 -0.0443 0.6770
C 2.641232 2.886255 3.386077 -0.3037 0.0471 0.0172
H -2.615862 -2.744233 -2.005726 0.4383 -0.1828 0.1073
H 3.086668 -3.861858 -4.579483 0.1068 -0.0219 0.0147
C 4.548444 7.241880 -1.255654 -0.3786 -0.8484 -0.7008
C 1.625811 5.233623 -0.019822 -0.7233 0.5522 -1.3598
C 7.447286 5.102506 -2.001506 0.5171 0.0848 0.8619
C -7.641317 -1.122262 3.897188 0.5732 0.3157 -0.0134
H -4.760050 -2.114497 6.471486 -0.3859 -0.2572 -0.0008
H 7.028876 -0.759333 -6.486595 -0.8938 -0.0303 -0.3175
H -3.015786 4.780484 7.346915 -0.6212 -0.3317 0.3466
H 7.608094 -1.560617 2.190939 -0.2326 0.4789 -0.4842
H 4.533819 8.244159 -0.822997 -0.2369 -0.1097 0.3510
H -6.827195 -4.716354 -4.337100 0.1760 0.1410 0.5790
H 4.034576 5.346738 -0.957234 -0.2606 -0.1127 0.1019
H 3.736899 -0.645579 -1.508638 0.0372 0.0531 -0.3544
H -7.033415 -1.104144 -4.001290 0.1161 0.1204 -0.3164
N -1.073580 2.889304 3.529820 -0.3936 0.3302 0.8116
H -7.473196 -1.075058 2.819988 -0.4076 -0.5934 -0.0637
H -0.612573 2.589820 6.138119 0.1487 -0.3211 0.0262
C -1.611405 2.256732 5.836772 -0.4644 0.4042 -0.3886
H 8.074137 5.365300 -1.136537 0.1087 0.0583 -0.0899
C 9.680397 -3.273942 -7.566645 -0.2520 -0.3999 -0.6711
O 1.513236 4.371424 -1.148761 0.5064 -0.8557 0.4004
C -2.370664 2.175006 1.478880 -0.8814 -0.2588 -0.0774
H 2.210550 -0.143356 -2.201089 0.2199 -0.2584 -0.3759
H 1.933608 2.841856 4.223742 -0.0317 0.0544 -0.0396
H 2.045180 6.662470 -1.579569 -0.3623 -0.1136 0.0243
C -5.877828 1.169181 -0.049154 -0.9134 0.3210 -0.2106
H 1.162696 -2.438240 -4.465535 0.3580 -0.2064 -0.0713
H -3.569970 -0.523847 4.660294 0.0046 0.0448 0.0002
H -5.547568 1.946601 0.650892 0.4603 -0.3030 0.2175
H -1.740373 -4.413291 -4.193477 -0.0798 -0.5091 0.2899
H 4.859505 -1.966566 -5.540101 -0.0130 -0.1527 0.2461
O 0.500286 -0.317343 -1.166224 -0.2583 0.1716 -0.3224
C 0.621624 -3.383298 -4.307827 -0.3028 1.5413 0.2272
H -1.962312 1.411151 6.438258 0.1581 0.0087 0.2209
H -2.223651 1.935148 0.419180 0.1238 0.1959 -0.0649
N 3.068121 -1.661605 1.993250 1.0504 0.9624 -0.0990
C -2.766205 -3.584909 -2.690303 -0.4571 0.0011 0.2642
H -5.293028 -1.413289 -4.343334 -0.0011 -0.3289 -0.1367
H 3.257977 -4.782365 -3.048185 0.0137 -0.0479 -0.1673
H -9.323201 -1.466840 5.915865 0.6794 0.4539 0.3827
H -4.954095 -1.546266 -1.844107 0.2952 0.2643 -0.1030
H 7.865270 5.616893 -2.873129 -0.1848 -0.0327 -0.1537
C 6.007340 6.827646 -1.378772 -0.2359 0.0227 -0.5592
N 3.796121 6.229545 -0.518851 0.6329 0.6543 0.5772
N -1.506373 -4.045998 -3.270743 -0.1451 0.9714 -0.7455
C -8.685757 -2.318325 5.651094 -1.2119 -0.3671 -1.0287
H -2.518270 -4.310776 1.142055 -0.0518 0.4274 0.1286
O 3.646253 -0.716451 -3.581453 0.2631 0.9150 -0.0916
H 10.316526 -3.935211 -6.968171 -0.0419 0.1921 0.3092
C -6.111506 -1.579311 -3.637924 -0.5223 0.2151 1.1695
C -0.645005 -2.903770 -3.619129 -0.1343 -0.3032 0.6511
O 5.755268 -2.364902 1.622129 0.1633 0.4225 -0.0339
H -3.369372 -3.121831 0.026682 0.6374 0.1489 0.1933
O -0.215391 -2.510937 -0.645965 -0.3630 0.0073 -0.3650
H 3.392707 -1.815420 -0.035639 0.0014 -0.0270 0.1399
O -6.223115 -0.038459 0.603577 0.1682 -0.0349 0.3368
H -7.803433 -2.497483 6.260575 -0.0716 0.2837 0.3428
H 0.593467 5.497649 0.254624 0.1320 0.1283 0.3686
N 6.707842 -0.907574 -5.544020 1.2334 -0.3393 0.6719
O -6.404190 -2.940553 -3.363771 0.4002 -0.0413 -0.3716
H -5.413132 -1.616044 1.643427 -0.1801 0.1031 0.1103
H 1.812148 0.506003 3.842252 -0.1563 0.1600 -0.0709
H 4.064435 7.319226 -2.243335 0.3765 0.2640 -0.2379
O -8.375149 -2.269246 4.270039 0.2134 -0.3827 -0.2338
H 0.426035 -3.770731 -5.316111 -0.0389 -0.4477 0.0740
C 7.506254 -1.983374 -4.951737 0.0690 0.6245 0.3253
H 6.896067 -2.893568 -4.887010 0.2661 -0.2410 -0.1386
H -4.617261 -0.043277 1.949156 -0.1373 0.0941 0.0989
H -6.214120 -3.506220 -5.384501 0.1500 0.4453 0.1493
O -2.488012 3.365733 6.004414 -0.4717 -0.2932 0.2677
H -2.767668 -1.136047 6.109790 -0.0213 -0.0809 0.0635
H -0.401095 -2.357558 -2.703591 0.2220 -0.4815 -0.2408
C -1.625965 1.837698 4.385122 0.7413 -0.0793 -0.2827
Cl -0.343940 -1.122319 -0.322609 0.0037 -0.0342 1.8999
H -4.117423 4.951185 1.141779 0.0158 -0.0594 0.2033
H -2.352320 4.792687 1.144193 0.0050 0.0182 0.0547
H -9.405210 -3.136459 5.737267 0.4348 -0.3478 0.1704
H 1.031156 2.771584 0.147425 0.3386 0.1822 0.1013
H 3.528021 -0.167467 0.574058 0.0856 -0.0081 -0.2098
H 7.744160 -1.699405 -3.918965 0.0871 -0.1359 0.0066
H -6.419643 -0.686047 5.590869 0.4101 -0.3235 0.2173
H -4.484270 -4.537313 -1.684879 -0.0813 0.3340 -0.2819
C 5.303491 -1.017986 -5.213711 0.0469 0.7628 -0.6588
H 2.059255 3.067206 2.473154 -0.0366 -0.0183 0.0045
O -3.453751 3.098432 1.647764 0.2895 0.2266 -0.1408
H -2.803335 1.267160 1.901783 0.4860 -0.1549 0.1525
C -2.564727 -2.152492 3.045570 -0.1756 0.3577 -0.5790
H 9.421898 -2.913424 -5.039197 0.0443 -0.2354 -0.1260
H -4.049847 -3.383156 5.386249 0.0895 -0.0091 0.4582
C -3.235044 -1.435372 5.171060 -0.1174 -0.4497 -0.3599
H -8.266168 -0.254396 4.141959 0.3690 0.2718 0.1624
H -0.375022 1.762930 1.889163 0.0031 -0.1337 0.3788
H 2.121284 7.360403 0.029058 0.0911 -0.0958 0.1844
O -2.223625 -2.072358 4.418114 0.1746 -0.0989 -0.0582
H -5.665955 -0.300817 4.041319 -0.2695 0.2556 0.1388
C -4.922709 1.079177 -1.228357 0.2275 0.7289 -0.6154
H -6.167199 -3.044993 4.680901 0.1469 -0.0821 -0.3083
C -1.057553 2.591392 2.121979 0.0876 -0.6226 -0.8035
H -3.450389 -3.156331 -3.438070 -0.1411 -0.2370 -0.1839
H -6.136762 0.960749 -2.889465 -0.1022 0.0394 0.1833
H -1.664322 3.696906 3.710090 0.1654 0.1308 -0.2420
C -3.234009 -4.163882 0.340459 -0.3541 -0.0902 -0.2271
H 5.792973 -0.350423 0.995809 0.0125 -0.0333 0.5898
H -1.166464 -2.138365 -4.219549 0.0556 -0.2314 -0.4477
C 8.820894 -2.258595 -5.678175 -1.3016 -0.2806 0.3954
H -7.876303 -3.426002 -4.780592 0.0271 0.4615 0.1268
C -2.482425 3.834532 7.339944 1.7304 0.4599 -0.8362
O 3.383814 1.702796 3.291359 0.4572 -0.1667 -0.1380
C 5.066498 -0.752946 -3.730014 -1.3113 -1.1320 -0.7475
C -3.290686 4.277780 0.910284 -0.0815 0.5025 -0.1652
H 7.537365 4.023519 -2.101449 -0.3094 -0.0078 -0.2765
H 6.477013 7.362135 -2.213100 0.0708 0.5464 0.3210
H -4.243844 -4.441084 0.686461 0.0769 -0.4299 -0.0276
H -2.656332 -1.134384 2.647452 -0.2046 -0.0142 -0.0782
C 2.362676 6.462027 -0.546101 0.3578 -0.2301 0.2067
C -5.761818 -0.958683 -2.287702 -0.2148 -0.0098 -0.3614
H 9.413264 -1.347980 -5.816213 -0.1384 0.1533 -0.2801
O 8.485608 -2.897306 -6.909863 1.1456 0.1761 0.2967
H -3.944331 0.673533 -0.958849 -0.0903 -0.1445 0.0347
H -4.360959 -0.897610 0.427817 0.1613 -0.0749 0.1799
H 3.324172 3.723232 3.530449 0.0784 -0.0919 0.0173
H 2.026432 0.660232 2.101911 0.0711 0.0891 -0.1378
H -2.729471 3.071179 8.079637 -0.6520 0.1029 -0.0337
N -5.510777 -2.303618 4.439335 -0.4568 0.1887 1.2828
```
Positions in Å, forces in eV/Å.